C4H12N2O | ωB97M-V with the def2-TZVPD basis set

The calculation puts the lowest unoccupied orbital energy at -2.882 eV. The value obtained for the largest force on an atom is 0.122 Eh/bohr. The value obtained for the energy relative to the best compared isomer or geometry (same formula, charge and spin) is 729.0 kJ/mol.

Structure (ORCA input):
```
! RIJCOSX wB97M-V def2-TZVPD def2/J DEFGRID3
* xyz 0 1
C -1.07269 0.76098 -1.82448
O 1.13400 2.32466 -1.37903
C -1.18780 -0.41835 -1.15431
C -0.22001 -0.88122 -0.20387
C 0.95207 0.03910 0.06772
N 1.77409 -0.45868 1.15408
N -0.94439 -1.16866 2.16475
H -0.18612 1.44101 -1.71403
H -1.89175 1.02833 -2.48344
H -2.04677 -1.07021 -1.33467
H -0.75530 -1.01774 1.06775
H 0.11128 -1.91254 -0.35173
H 1.48684 0.10335 -0.89769
H 0.55071 1.03111 0.28186
H 2.40470 0.27911 1.43850
H 1.19174 -0.72965 1.93709
H 1.40348 3.10334 -1.87850
H -1.24695 -2.05505 2.53843
H -1.45713 -0.39890 2.57156
*
```